[1]
DFT (ωB97M-V/def2-TZVPD) results for C36H43N16O2S2Ti as an isolated structure.

Calculated values
Charge: 0
Total energy: -4069.9943 Ha
HOMO energy (alpha / beta): -0.281 / -0.291 Eh
Orbital gap (alpha / beta): 0.27564 / 0.28343 Eh
Spin multiplicity: 2
ΔE to the lowest compared entry with this formula, charge and spin: 145.2 kJ/mol

XYZ file:
```
100
Properties=species:S:1:pos:R:3:lowdin_spin:R:1
Ti 1.0986 0.6184 0.3236 0.955
C -0.1039 4.6710 -1.4526 -0.001
C -0.3813 4.3876 -2.7860 0.002
C 0.0056 3.1336 -3.2320 -0.001
C 0.5739 2.2015 -2.3174 0.000
C 0.5041 2.4108 -0.9295 -0.018
C 0.3232 3.7377 -0.5259 -0.001
C 1.1754 0.9430 -2.8078 0.005
C 1.1517 0.6549 -4.1446 -0.001
C 1.8648 -0.4096 -4.6445 0.006
C 2.6352 -1.1351 -3.7473 0.000
C 3.5557 -2.1855 -4.2025 0.001
C 4.3049 -2.8876 -3.2927 -0.001
C 4.3413 -2.4427 -1.9404 0.002
C 3.5664 -1.4190 -1.5081 -0.001
C 2.6617 -0.7577 -2.4192 0.001
N 1.9051 0.2303 -1.9540 -0.001
H -0.4037 5.6405 -1.1423 0.000
H -0.5995 5.1142 -3.6248 0.000
H -0.1374 2.7874 -4.2958 0.000
H 0.4064 4.0580 0.4893 0.000
H 0.4924 1.2406 -4.7390 0.000
H 1.7255 -0.7806 -5.6319 0.000
H 3.3368 -2.3785 -5.2798 0.000
H 5.0253 -3.6613 -3.5386 0.000
H 4.9295 -3.0321 -1.2216 0.000
H 3.7884 -1.0796 -0.5159 0.000
N 1.0255 -1.6935 4.0927 0.001
C 1.2042 -1.8487 2.7720 0.001
N 1.3765 -3.0422 2.1521 -0.001
N 1.5950 -2.7065 0.8617 0.002
N 1.5326 -1.4522 0.7166 -0.001
N 1.4084 -0.8612 1.9194 -0.001
C 0.2857 -0.5468 4.5799 0.000
N -0.8789 -0.0539 4.0495 0.000
N -1.1817 1.0005 4.7818 0.000
N -0.3030 1.0689 5.8199 0.000
N 0.5909 0.0820 5.6814 0.000
H 1.1469 -2.4714 4.7118 0.000
S -1.2835 -0.0337 -0.4330 0.010
C -1.9647 -1.3010 0.5456 0.002
N -1.8400 -1.4604 1.8380 0.001
C -2.3480 -2.5958 2.6105 0.000
C -2.3404 -3.7419 1.6467 0.000
C -3.2288 -3.4073 0.5030 0.000
N -2.6255 -2.2316 -0.1775 0.000
H -1.5134 -0.6427 2.4260 0.000
H -3.3916 -2.3781 3.0226 0.000
H -1.6873 -2.7778 3.4192 0.000
H -2.7454 -4.6463 2.1155 0.000
H -1.2977 -4.0793 1.3212 0.000
H -4.2490 -3.1853 0.8528 0.000
H -3.3397 -4.2370 -0.1208 0.000
H -2.6984 -2.2120 -1.1956 0.000
C 3.4581 3.6593 2.1060 0.000
S 3.7332 1.9270 2.0680 0.005
C 3.0282 1.4916 3.7529 0.004
O 2.8662 1.3483 0.9231 0.025
H 4.0562 3.9927 2.9993 0.000
H 2.3962 3.7671 2.0990 0.000
H 3.8413 4.0572 1.1630 0.000
H 2.9140 0.3617 3.7467 0.000
H 2.0470 1.9008 3.7562 0.000
H 3.6945 1.9319 4.5373 0.000
C -2.5765 3.9259 5.2504 0.000
C -3.4832 3.7890 4.0985 0.000
C -4.0389 2.3809 3.8824 0.000
C -2.6731 4.1969 2.8440 0.000
N -1.4784 3.4573 2.4802 0.000
C -1.3714 2.4048 1.6950 0.001
N -0.0944 2.0276 1.6758 0.000
N 0.5499 2.8999 2.4742 0.001
N -0.2556 3.7893 2.9236 0.000
H -2.0579 4.8847 5.1949 0.000
H -1.7706 3.1110 5.3802 0.000
H -3.0300 3.8878 6.1681 0.000
H -4.3125 4.5154 4.0519 0.000
H -3.1455 1.7294 3.7956 0.000
H -4.6787 2.2160 3.0221 0.000
H -4.6020 1.9456 4.7264 0.000
H -2.2901 5.2030 3.0210 0.000
H -3.3487 4.3400 1.9783 0.000
H -2.1627 1.8803 1.1841 0.000
C -1.8913 -1.2228 -5.4758 0.000
C -1.5909 -2.1478 -4.3363 0.000
O -2.3073 -2.2270 -3.3858 0.000
C -0.4700 -3.0825 -4.5565 0.000
C 0.1390 -3.7131 -3.4490 0.000
C 1.0578 -4.7443 -3.5936 0.000
C 1.4701 -5.0411 -4.8638 0.000
C 0.8781 -4.4734 -6.0096 0.000
C -0.0125 -3.4447 -5.8039 0.000
H -0.9117 -0.8438 -5.8801 0.000
H -2.4192 -0.3476 -5.1423 0.000
H -2.4886 -1.6933 -6.2409 0.000
H -0.1691 -3.3856 -2.4711 0.000
H 1.5413 -5.1712 -2.7060 0.000
H 2.2221 -5.8283 -4.8954 0.000
H 1.2531 -4.8073 -6.9880 0.000
H -0.5107 -3.0540 -6.6317 0.000
```


[2]
DFT (ωB97M-V/def2-TZVPD) results for a 6-piece molecular cluster, C21H30BrO18P overall.

Calculated values
Charge: -2
Total energy: -5087.8132 Ha
HOMO energy: 0.044 Eh
Orbital gap: 0.08792 Eh

XYZ file:
```
71
Properties=species:S:1:pos:R:3:mulliken_charge:R:1
C 3.1829 -0.5491 -1.3032 -1.071
C 2.0074 -0.3871 -0.1914 0.387
Br 0.6783 -1.8849 -0.2384 -0.220
C 1.4471 1.0664 -0.0048 -0.415
C 0.3651 1.6617 -1.0489 -0.398
C 0.6422 1.0917 -2.5424 0.209
O 0.6154 -0.1012 -2.9458 -0.599
O 0.9955 2.0819 -3.4691 -0.797
P -1.4031 1.1451 -0.4907 -0.117
C -2.1561 -0.1500 -1.6315 -0.348
O -1.3204 0.3511 1.0796 -0.360
H 2.8248 -1.3507 -2.0420 0.284
H 4.1349 -0.9895 -0.8311 0.257
H 3.4035 0.4398 -1.8103 0.264
H 2.5860 -0.6186 0.7817 0.129
H 1.1143 1.1877 1.0895 0.160
H 2.3360 1.7880 -0.0949 0.353
H -1.4964 -1.0253 -1.9207 0.192
H -3.0594 -0.6014 -1.0771 -0.294
H -2.6148 0.3663 -2.5516 0.322
H -2.0852 0.7451 1.5470 0.239
C 3.0276 0.5429 4.3364 -0.249
C 4.5180 0.6052 4.4907 -0.386
O 4.9798 0.5799 3.1479 -0.377
C 3.9598 1.0419 2.3660 0.501
O 4.0620 1.3082 1.2091 -0.461
O 2.8086 1.1611 3.0767 -0.091
H 2.5028 1.0797 5.1275 0.213
H 2.6538 -0.4847 4.2951 0.235
H 4.8515 1.5348 4.9624 0.268
H 4.9154 -0.2406 5.0543 0.311
C -5.3923 -2.6346 0.2434 0.437
C -5.9733 -2.9431 1.5912 -0.418
O -5.3307 -2.0047 2.4408 -0.349
C -4.9365 -0.9588 1.6579 0.578
O -4.5169 0.0754 2.0816 -0.518
O -5.0873 -1.2478 0.3378 -0.282
H -6.0967 -2.8228 -0.5676 0.360
H -4.4718 -3.1897 0.0490 -0.407
H -7.0542 -2.7730 1.6311 0.235
H -5.7635 -3.9651 1.9111 0.310
C -1.9105 -6.0628 1.0325 -0.360
C -0.9819 -4.9514 0.6431 -0.394
O -1.5328 -4.4871 -0.5824 -0.208
C -2.8480 -4.8298 -0.5834 0.625
O -3.6512 -4.4485 -1.3848 -0.549
O -3.1428 -5.6679 0.4504 -0.350
H -2.0079 -6.1673 2.1140 0.292
H -1.6118 -7.0262 0.6078 0.262
H -0.9834 -4.1294 1.3642 0.304
H 0.0427 -5.2965 0.5025 0.347
C 1.0933 0.6067 -7.0533 -0.163
C 1.3735 1.8868 -6.3320 -0.014
O 2.2572 2.5698 -7.2299 -0.314
C 2.0333 2.0724 -8.4698 0.627
O 2.4867 2.5400 -9.4818 -0.612
O 1.2295 0.9766 -8.4271 -0.352
H 0.0930 0.2247 -6.8499 0.243
H 1.8248 -0.1733 -6.8233 0.246
H 0.4760 2.4928 -6.1897 0.151
H 1.8464 1.7245 -5.3607 0.167
C 0.5621 4.7331 2.9041 -0.374
C 0.6841 5.8911 3.8476 -0.306
O 0.7733 5.2585 5.1190 -0.360
C 1.2379 3.9967 4.9058 0.586
O 1.5878 3.2510 5.7780 -0.563
O 1.2557 3.6940 3.5853 -0.128
H 1.0180 4.9335 1.9342 0.301
H -0.4750 4.4237 2.7506 0.262
H 1.5937 6.4754 3.6789 0.250
H -0.1781 6.5576 3.8041 0.294
```


[3]
DFT (ωB97M-V/def2-TZVPD) results for C15H23AsN2O6PtS2 as an isolated structure.

Calculated values
Charge: 0
Total energy: -4297.7250 Ha
HOMO energy (alpha / beta): -0.298 / -0.352 Eh
Orbital gap (alpha / beta): 0.30838 / 0.30306 Eh
Spin multiplicity: 3
ΔE to the lowest compared entry with this formula, charge and spin: 0.0 kJ/mol

XYZ file:
```
50
Properties=species:S:1:pos:R:3:lowdin_spin:R:1
Pt 0.0913 -0.1166 0.2905 1.300
O -1.9903 -0.8990 1.1591 0.101
S -1.1028 -1.5328 2.1847 0.004
O -1.7802 -2.3243 3.1600 0.015
O 0.0062 -2.1896 1.4671 0.110
C -0.4536 -0.0487 3.0190 0.021
C -1.4411 0.5120 3.8304 -0.003
C -1.3081 1.7842 4.3470 0.018
C -0.1876 2.5396 4.0382 0.000
C 0.8170 1.9949 3.2670 0.016
C 0.7289 0.6964 2.7455 0.007
S 2.3532 0.1459 2.0423 0.008
O 3.3197 1.0150 2.6530 0.012
O 2.4673 -1.2596 2.2754 0.000
O 2.2353 0.4744 0.5537 0.089
H -2.3278 -0.0740 4.0330 0.000
H -2.0851 2.1906 4.9821 0.001
H -0.0792 3.5430 4.4295 0.000
H 1.7281 2.5484 3.0909 0.001
C 1.6700 -3.6150 -0.9494 0.001
C 0.1964 -3.4605 -1.3168 0.027
As -0.3058 -1.6112 -1.5804 0.114
C -2.1614 -1.6948 -2.1312 0.025
C -2.8092 -0.3125 -2.1500 0.002
C 0.6020 -1.0858 -3.2189 0.021
C 1.9731 -0.4537 -2.9843 0.002
H 1.8835 -4.6522 -0.6898 0.000
H 1.9300 -2.9986 -0.0867 0.000
H 2.3205 -3.3425 -1.7817 0.000
H -0.4417 -3.8312 -0.5169 0.000
H -0.0606 -3.9797 -2.2407 0.005
H -2.6687 -2.3476 -1.4212 0.000
H -2.1766 -2.1711 -3.1120 0.004
H -2.7829 0.1293 -1.1537 0.001
H -3.8525 -0.3793 -2.4605 0.000
H -2.2997 0.3644 -2.8400 0.000
H -0.0663 -0.3788 -3.7139 0.000
H 0.6675 -1.9729 -3.8509 0.003
H 1.9245 0.3364 -2.2334 0.001
H 2.3586 -0.0197 -3.9081 0.000
H 2.6996 -1.1834 -2.6270 0.000
N 1.0368 2.6935 -0.4127 0.003
C 0.8073 3.9139 -0.9139 0.005
C -0.5563 4.0366 -1.0835 0.003
C -1.0798 2.8093 -0.6563 0.009
N -0.1045 2.0099 -0.2463 0.071
H 1.8933 2.2285 -0.1150 0.000
H 1.6127 4.6035 -1.1041 0.001
H -1.0965 4.8898 -1.4556 0.001
H -2.1045 2.4757 -0.6136 0.000
```